A | {"formula": "C5H8N4O3", "method": "wB97M-V/def2-TZVPD", "elements": ["C", "O", "C", "O", "C", "O", "H", "H", "H", "H", "C", "N", "C", "N", "N", "N", "H", "H", "H", "H"], "coordinates": [[1.83156, -1.24811, -3.11410], [0.78088, -0.31267, -2.75575], [-0.16342, -0.75852, -1.93268], [-0.41027, -1.91461, -1.79694], [-1.02668, 0.41472, -1.50462], [-2.19673, 0.33569, -1.19071], [1.67601, -2.22196, -2.66153], [2.78434, -0.81686, -2.79099], [1.83145, -1.31181, -4.22055], [-0.49235, 1.37031, -1.57755], [-1.01435, 0.68140, 3.60723], [-0.63218, 0.81212, 2.21654], [-0.12345, -0.09905, 1.43646], [0.49783, 0.48460, 0.44594], [0.42632, 1.82767, 0.65652], [-0.27995, 2.00979, 1.69964], [-1.65776, 1.52698, 3.90272], [-0.13258, 0.68643, 4.25655], [-1.53540, -0.28584, 3.78140], [-0.16327, -1.18029, 1.54241]], "charge": 0, "e_homo_ha": -0.3589, "smiles": "COC(=O)C=O.Cn1cnnn1"}


B | {"formula": "C5H8N4O3", "method": "wB97M-V/def2-TZVPD", "elements": ["C", "C", "O", "N", "C", "O", "H", "H", "H", "H", "H", "N", "C", "N", "N", "C", "O", "H", "H", "H"], "coordinates": [[-0.23797, 1.17792, -0.12224], [-0.03112, 1.91765, -1.40272], [-0.56498, 2.98076, -1.65701], [0.82866, 1.34696, -2.34679], [1.53200, 0.16369, -2.26638], [2.25249, -0.23698, -3.15141], [-0.68223, 0.15997, -0.29685], [-0.92494, 1.76917, 0.48560], [0.70680, 1.06074, 0.39884], [0.94767, 1.87602, -3.20048], [1.37000, -0.37591, -1.32307], [-1.05841, -3.18504, 1.79614], [-0.85845, -1.84101, 1.84316], [-1.71599, -0.88763, 1.62996], [-0.99261, 0.29698, 1.72370], [0.23812, -0.04289, 1.95961], [0.39806, -1.39082, 2.04520], [-0.46179, -3.71262, 2.39749], [-2.03192, -3.43572, 1.84945], [1.10481, 0.58361, 2.10513]], "charge": 0, "e_homo_ha": -0.3439, "smiles": "CC(=O)NC=O.Nc1nnco1"}


What should be chosen as the most stable of them? Choose B.


A | {"formula": "C3H5NS4", "method": "wB97M-V/def2-TZVPD", "elements": ["S", "C", "C", "S", "S", "C", "N", "S", "H", "H", "H", "H", "H"], "coordinates": [[-2.23211, 0.11761, 0.92632], [-0.82990, 0.35770, 0.03776], [-0.75340, 0.11440, -1.47722], [-1.00970, 1.67060, -2.42764], [0.68006, 0.99318, 0.78720], [2.01635, -0.01724, 0.25381], [2.22551, -1.25722, 0.45718], [1.16804, -2.29929, 1.25317], [-1.38024, -0.72241, -1.89663], [0.17507, -0.34104, -1.62382], [0.33802, 2.23717, -2.26181], [2.86053, 0.48238, -0.25607], [2.12918, -3.29829, 1.32716]], "charge": 0, "e_homo_ha": -0.3297, "smiles": "S=C(CS)S/C=N\\S"}


B | {"formula": "C3H5NS4", "method": "wB97M-V/def2-TZVPD", "elements": ["S", "C", "N", "S", "C", "S", "C", "S", "H", "H", "H", "H", "H"], "coordinates": [[3.47186, 0.09349, -0.27703], [1.81032, 0.02276, -0.41228], [1.00859, 1.17364, -0.03463], [-0.43631, 1.63596, -0.85068], [-1.57607, 0.70511, 0.16628], [-2.02385, -0.88585, -0.54816], [-0.47123, -1.57552, 0.08130], [1.24638, -1.61416, -0.74421], [1.65774, 1.94835, 0.07446], [-1.47336, 0.85763, 1.23917], [-2.49369, 1.40564, 0.06517], [-0.35117, -2.67143, 0.23216], [-0.36920, -1.09560, 1.00845]], "charge": 0, "e_homo_ha": -0.3122, "smiles": "S=C1NSCSCS1"}


What should be chosen as the most stable of them? Choose B.


A | {"formula": "C2H7N2O", "method": "wB97M-V/def2-TZVPD", "elements": ["C", "N", "H", "H", "H", "H", "C", "N", "O", "H", "H", "H"], "coordinates": [[-2.35648, 0.44467, -1.08734], [-1.86372, 0.24709, 0.11771], [-3.47779, 0.47767, -1.13373], [-1.76363, 0.25859, -1.99133], [-0.79774, 0.38504, 0.21665], [-2.37330, -0.01702, 0.92378], [1.73262, -0.10744, -0.00775], [2.46573, -0.52506, 1.03033], [0.64063, 0.49941, 0.16803], [2.22041, -0.23585, -0.97483], [3.23043, -1.18034, 0.82964], [2.34283, -0.24677, 1.90884]], "charge": 1, "e_homo_ha": -0.5465}


B | {"formula": "C2H7N2O", "method": "wB97M-V/def2-TZVPD", "elements": ["C", "N", "H", "H", "H", "H", "C", "N", "O", "H", "H", "H"], "coordinates": [[-2.06038, -0.77884, 0.51896], [-1.37710, -1.74430, 0.06701], [-3.14610, -0.81076, 0.55557], [-1.56341, -0.00459, 1.08012], [-0.36318, -1.67704, -0.01089], [-1.79939, -2.54636, -0.38903], [1.31546, 1.12296, 0.16042], [2.19750, 1.40666, -0.79377], [0.35205, 0.38115, 0.01025], [1.49349, 1.54397, 1.15630], [1.94857, 1.12424, -1.72944], [3.00248, 1.98292, -0.62549]], "charge": 1, "e_homo_ha": -0.5260}


C | {"formula": "C2H7N2O", "method": "wB97M-V/def2-TZVPD", "elements": ["C", "C", "N", "N", "O", "H", "H", "H", "H", "H", "H", "H"], "coordinates": [[-0.17883, -0.39641, -0.10089], [-0.81149, -1.04917, 1.03615], [0.11391, 1.42278, 0.21745], [0.28911, -0.65806, -1.23995], [0.90570, 1.81343, -0.85273], [-1.21105, -2.06940, 0.72797], [-0.11166, -1.36830, 1.85188], [-1.55824, -0.56212, 1.64266], [0.71271, 1.19534, 1.11224], [0.27880, -1.43593, -1.80482], [0.75543, 0.28068, -1.56488], [0.81562, 2.82716, -1.02509]], "charge": 1, "e_homo_ha": -0.5540}


D | {"formula": "C2H7N2O", "method": "wB97M-V/def2-TZVPD", "elements": ["C", "N", "H", "H", "H", "H", "C", "N", "O", "H", "H", "H"], "coordinates": [[2.81758, -0.34596, 0.91692], [1.55594, -0.39048, 1.11863], [3.25962, 0.59167, 0.61017], [3.36415, -1.22526, 1.20435], [1.22792, -1.34875, 1.20228], [0.88278, 0.27221, 0.69649], [-1.98446, 0.54032, -0.36411], [-2.39939, 0.25468, -1.59517], [-0.84848, 0.36623, 0.05549], [-2.74533, 0.96628, 0.31384], [-1.74961, 0.11093, -2.35145], [-3.38070, 0.20810, -1.80745]], "charge": 1, "e_homo_ha": -0.5224}


What should be chosen as the most stable of them? Choose B.